A structure of composition C29H29GaN3Si. Source: the OMol25 dataset; level of theory: ωB97M-V/def2-TZVPD.

```
63
C29H29GaN3Si (ωB97M-V/def2-TZVPD)
C 2.65837 -2.39551 2.66173
C 2.43883 -2.17627 1.29595
C 2.33000 -0.74500 1.08354
H 2.43435 -2.91860 0.49631
C 2.50394 -0.11848 2.39358
C 2.70067 -1.13560 3.33664
H 2.90871 -0.98426 4.39368
H 2.85847 -3.35596 3.13096
H 2.47269 -0.22583 0.13385
H 2.52678 0.95425 2.56708
Ga 0.18948 -0.32730 1.32744
C -0.13676 1.59669 1.14769
H 0.01025 2.04476 2.13919
H -1.15486 1.78577 0.79415
H 0.58758 2.04569 0.45640
Si -1.19117 1.98153 -1.92371
C -1.60748 1.15757 -3.52956
C -0.55548 0.37339 -4.03975
H 0.43855 0.42760 -3.58458
C -0.76467 -0.47226 -5.12970
H 0.04969 -1.11662 -5.47024
C -1.99679 -0.46120 -5.78784
H -2.14115 -1.08284 -6.67283
C -3.02296 0.38103 -5.33555
H -3.97178 0.40555 -5.87241
C -2.82657 1.20264 -4.22000
H -3.61232 1.88517 -3.89173
C 0.06976 3.30730 -2.24122
C 0.34098 3.67153 -3.57097
H -0.26979 3.26704 -4.37983
C 1.38288 4.55305 -3.87016
H 1.58552 4.81062 -4.90959
C 2.14694 5.11826 -2.84528
H 2.95447 5.81951 -3.07402
C 1.83486 4.82223 -1.51182
H 2.40714 5.27721 -0.69842
C 0.76635 3.97293 -1.21279
H 0.46818 3.84053 -0.17104
H -0.58456 0.86057 -1.18483
H -2.37221 2.51081 -1.14923
C -0.55326 -1.33391 6.85350
C -0.08893 -0.25145 6.09719
C -0.22641 -0.25177 4.71145
C -0.73396 -1.40199 4.06200
C -1.17415 -2.49720 4.82178
C -1.09537 -2.45984 6.21667
N -0.71487 -1.50305 2.66675
N -1.23131 -2.64750 2.18260
C -0.99377 -2.79433 0.84355
C -1.29211 -3.98493 0.14492
C -0.92073 -4.09301 -1.19064
C -0.24236 -3.03375 -1.82413
C 0.04764 -1.89394 -1.10251
N -0.38353 -1.75327 0.17706
H -0.46616 -1.30491 7.94054
H 0.37473 0.60839 6.59048
H 0.08316 0.60208 4.10195
H -1.57302 -3.34684 4.27521
H -1.45865 -3.31191 6.78790
H -1.76557 -4.78303 0.71662
H -1.13514 -4.99392 -1.76481
H 0.08648 -3.07773 -2.86726
H 0.60044 -1.04970 -1.52192
```

HOMO level (alpha / beta) (eV): -10.79 / -10.79
Net charge: +1
ΔE to the lowest compared entry with this formula, charge and spin (kJ/mol): 0.0
LUMO (alpha / beta) (eV): -5.77 / -5.78
DFT total energy (Eh): -3500.73227